Record 1
Here is the molecule C7H6 in a non-equilibrium geometry from the OMol25 dataset. Energies are from ωB97M-V/def2-TZVPD.

Geometry as XYZ:
```
13
Properties=species:S:1:pos:R:3:forces:R:3:nbo_charge:R:1
C 2.7485 -1.0937 0.5839 -2.291 4.729 -2.537 -0.193
C 2.2435 -0.1259 0.0689 1.727 -2.098 1.253 0.005
C 1.7303 1.0938 -0.4089 -0.609 3.460 -2.839 -0.558
C 0.2629 1.0233 -0.4996 -0.924 -1.226 1.477 0.019
C -0.7928 0.4358 -0.3633 1.371 1.277 0.263 -0.023
C -2.0885 -0.1025 -0.3700 0.195 -1.008 1.034 -0.264
C -2.7408 -0.7496 0.5965 2.765 1.765 1.824 -0.324
H 3.0735 -1.9132 0.9918 1.703 -4.021 1.979 0.205
H 1.9072 1.2882 -1.5486 0.840 -0.405 1.899 0.262
H 2.1416 2.0098 0.1546 -0.748 -1.380 -0.797 0.264
H -2.4418 -0.0938 -1.3401 -1.467 0.099 -1.871 0.214
H -3.7279 -1.0026 0.4975 -2.155 -1.040 -0.470 0.196
H -2.3156 -0.7696 1.6373 -0.406 -0.152 -1.214 0.198
```
Forces are in eV/Å.

Output
HOMO energy	-0.3327	hartree
SMILES	C#CCC#CC=C
DFT total energy	-7350.76751	eV
gap between HOMO and LUMO	9.736	eV


Record 2
Here is the molecule C7H6 in a non-equilibrium geometry from the OMol25 dataset. Energies are from ωB97M-V/def2-TZVPD.

Geometry as XYZ:
```
13
Properties=species:S:1:pos:R:3:forces:R:3:nbo_charge:R:1
C 0.7667 0.8554 -0.7271 1.190 -2.442 0.090 -0.145
C 1.1031 -0.4489 -0.8907 -1.343 1.034 0.363 -0.209
C 0.2357 -1.4137 -0.1711 -1.533 0.697 0.217 -0.084
C -1.2420 -1.3724 0.0519 1.284 1.241 0.528 -0.259
C -0.2509 -1.5183 1.2082 0.568 1.150 -0.898 -0.227
C -0.6757 -0.1951 0.7045 -0.647 -3.707 1.106 0.041
C -0.3303 1.1385 0.2359 0.555 0.082 -0.541 -0.483
H 1.3710 1.6170 -1.0882 0.862 1.538 -1.118 0.194
H 1.8333 -0.8321 -1.5709 0.528 0.127 -0.200 0.220
H -2.2077 -1.7834 -0.0086 -0.652 -0.692 -0.587 0.236
H -0.1827 -2.2967 1.9324 -0.050 0.248 0.721 0.246
H 0.0066 1.9059 0.9273 -0.383 -0.126 0.436 0.235
H -1.2058 1.4414 -0.3133 -0.380 0.852 -0.115 0.235
```
Forces are in eV/Å.

Output
HOMO energy	-0.2942	hartree
SMILES	C1=C[C@]23[C@H]4[C@@H]2[C@]43C1
DFT total energy	-7349.75510	eV
gap between HOMO and LUMO	9.174	eV


Record 3
Here is C7H6As2CuF20O7Pt2 as an isolated structure in a non-equilibrium geometry from the OMol25 dataset. Energies are from ωB97M-V/def2-TZVPD.

Geometry as XYZ:
```
45
Properties=species:S:1:pos:R:3:forces:R:3:nbo_charge:R:1
Pt -2.2201 -2.1831 1.8348 2.058 -0.162 -0.202 1.498
Pt 1.7245 -2.5349 1.1170 -2.345 2.226 1.088 1.395
Cu -2.5953 1.1148 -1.1369 -0.343 -0.370 0.447 0.971
As -3.3996 -2.6914 -1.7819 -1.088 -2.644 -2.677 2.782
F -3.2497 -0.8495 -1.8103 -0.183 -1.624 0.040 -0.678
F -1.5721 -2.8299 -1.7618 -2.065 0.543 0.706 -0.627
F -3.5170 -4.5264 -1.7584 0.350 2.872 0.901 -0.588
F -5.2309 -2.6116 -1.7942 3.285 0.350 0.465 -0.564
F -3.3355 -2.8472 -3.5212 -0.068 0.954 1.368 -0.578
F -3.4098 -2.5739 0.0574 -0.060 -0.290 -0.229 -0.649
As -3.6986 1.2287 2.4337 -2.253 2.233 3.779 2.803
F -3.2965 -0.5155 2.1473 -1.481 0.798 0.041 -0.656
F -5.4399 0.7691 2.5458 2.649 0.424 -0.482 -0.572
F -4.0845 2.9391 2.8083 0.720 -2.345 -0.894 -0.579
F -1.9920 1.5327 2.2351 -0.602 -0.108 0.005 -0.616
F -3.8606 1.4383 0.6736 0.135 -0.161 0.189 -0.663
F -3.4783 0.8447 4.2084 -0.152 0.496 -2.736 -0.593
O 0.4009 -0.7460 4.8893 1.174 0.490 0.795 -0.564
C 0.1165 -1.3946 3.8298 -3.874 -0.720 -1.263 1.006
O 0.9944 -1.9074 3.1137 3.933 -1.412 -2.245 -0.738
O -1.0916 -1.5392 3.5794 -1.829 -0.377 -0.734 -0.704
H 1.3589 -0.8081 4.8952 0.805 0.573 0.956 0.504
O -0.3994 0.6837 -0.9249 0.546 -0.154 0.026 -0.703
C -0.3586 -0.2976 -0.0508 0.644 -1.211 1.109 1.023
O 0.7265 -0.7429 0.4284 3.306 -0.316 -0.309 -0.770
O -1.4012 -0.7230 0.3342 -4.278 -1.151 0.782 -0.703
H 0.5330 0.8114 -1.1142 1.077 1.170 -0.820 0.540
C 3.3760 0.8504 -1.7030 0.150 0.161 0.192 -0.148
C 2.7666 -0.2100 -2.6900 1.368 1.781 1.286 0.615
C 3.9031 -0.7913 -3.5565 -0.322 -0.783 -0.953 0.510
F 4.5593 0.1606 -4.3074 -0.857 -0.866 1.256 -0.308
F 4.7611 -1.4504 -2.7532 0.562 0.450 0.482 -0.324
F 2.0841 -1.2112 -2.0492 0.592 -0.010 0.010 -0.343
F 1.8774 0.3990 -3.4596 -0.706 0.340 -0.745 -0.303
O 2.3704 1.4535 -0.8740 -1.793 -1.208 0.272 -0.566
C 2.7025 2.5038 -0.0662 0.374 0.459 -0.323 0.844
C 1.4944 3.1533 0.7010 -0.740 0.070 -4.694 0.525
F 0.9010 2.2242 1.3585 -1.331 -2.689 2.356 -0.314
F 1.8325 4.1441 1.4187 2.299 2.307 3.058 -0.283
F 3.6532 2.1680 0.8147 0.198 -0.628 0.687 -0.322
F 3.2674 3.4097 -0.8466 0.403 1.543 -0.625 -0.317
H 3.8271 1.6630 -2.2724 0.071 -0.327 -0.405 0.242
H 4.1513 0.4225 -1.0674 -0.061 -0.273 -0.100 0.217
H 3.4917 -1.5758 -4.1916 -0.173 0.366 -0.549 0.165
H 0.7572 3.6463 0.0672 -0.092 -0.775 -1.310 0.134
```
Forces are in eV/Å.

Output
HOMO energy (spin up / spin down)	-0.5104 / -0.5102	hartree
multiplicity	5
<S²>	6.01
net charge	+1
DFT total energy	-248838.50928	eV
gap between HOMO and LUMO (spin up / spin down)	6.269 / 4.627	eV


Record 4
Here is C7H6AsBr2F14O7Pt as an isolated structure in a non-equilibrium geometry from the OMol25 dataset. Energies are from ωB97M-V/def2-TZVPD.

Geometry as XYZ:
```
38
Properties=species:S:1:pos:R:3:forces:R:3:nbo_charge:R:1
Pt -1.1662 -26.7827 -8.3532 -0.920 0.030 -1.363 1.175
As 1.8402 -29.2416 -9.1634 -3.083 2.162 -1.305 2.797
F 1.5168 -29.9496 -7.5720 0.822 0.370 -1.197 -0.616
F 3.3735 -28.4449 -8.4778 -1.272 -1.133 -1.080 -0.658
F 1.8528 -28.5674 -10.8715 1.313 -0.529 2.095 -0.619
F 0.2190 -29.8478 -9.7044 2.075 -0.019 0.897 -0.616
F 1.0494 -27.6637 -8.6889 1.230 -1.570 0.091 -0.633
F 2.7278 -30.6107 -9.7784 -0.008 0.244 0.665 -0.628
O -4.8373 -24.3857 -8.0360 -1.270 0.344 0.283 -0.749
C -3.7819 -24.8769 -8.7402 2.300 1.383 -3.959 0.936
O -3.0174 -25.6150 -8.1536 1.115 -3.340 4.867 -0.827
O -3.4889 -24.5316 -9.8763 -2.572 1.516 -1.056 -0.715
H -4.8024 -24.9007 -7.2267 0.046 -0.062 0.277 0.470
O 1.1015 -23.0115 -8.1089 2.507 0.461 1.521 -0.716
C 0.1222 -23.7013 -8.6351 -5.479 -0.772 -3.819 0.932
O -0.1161 -24.8617 -8.2155 1.886 -1.196 2.149 -0.861
O -0.5794 -23.1921 -9.4967 0.371 1.626 -0.536 -0.722
H 1.4694 -23.7694 -7.6486 1.052 0.101 0.977 0.471
Br -0.9420 -26.7188 -10.9620 -0.219 -0.118 0.215 -0.635
Br -1.9705 -29.1489 -7.3804 -0.038 0.664 -0.028 -0.777
C 3.6394 -26.0949 -6.1261 0.151 1.150 -1.351 -0.167
C 5.0641 -25.6129 -5.6707 -1.199 -2.873 0.592 0.627
C 5.5964 -26.4374 -4.4145 1.192 0.568 0.373 0.518
F 4.8642 -26.1871 -3.2839 -0.117 -0.169 -0.820 -0.335
F 5.6820 -27.7787 -4.6147 -1.089 0.059 -0.475 -0.331
F 5.9650 -25.7710 -6.6891 -0.316 -0.662 0.233 -0.334
F 5.0882 -24.3198 -5.4274 -0.176 1.349 1.000 -0.315
O 2.5758 -25.8025 -5.2118 -1.164 -1.940 0.475 -0.538
C 1.4583 -26.7622 -5.2603 1.983 -0.899 1.173 0.867
C 0.6655 -26.7592 -3.9313 -1.486 3.259 0.702 0.508
F -0.5147 -27.4185 -4.0120 0.951 -1.192 -0.115 -0.307
F 1.3537 -27.0538 -2.7898 0.335 -1.178 -0.626 -0.344
F 0.6417 -26.4926 -6.2384 0.392 0.028 0.148 -0.255
F 1.9473 -28.0461 -5.3609 -0.087 0.963 -0.430 -0.326
H 3.6391 -27.0990 -6.5501 0.160 -0.265 0.536 0.270
H 3.4576 -25.4683 -6.9993 0.031 0.109 -0.277 0.212
H 6.6326 -26.2281 -4.1491 0.100 0.947 -0.249 0.115
H 0.2987 -25.7579 -3.7054 0.486 0.582 -0.583 0.125
```
Forces are in eV/Å.

Output
HOMO energy (spin up / spin down)	0.0420 / 0.0401	hartree
multiplicity	3
<S²>	2.01
net charge	-3
DFT total energy	-263905.96663	eV
gap between HOMO and LUMO (spin up / spin down)	4.603 / 4.656	eV


Record 5
Here is C7H6BeN2O4 as an isolated structure in a non-equilibrium geometry from the OMol25 dataset. Energies are from ωB97M-V/def2-TZVPD.

Geometry as XYZ:
```
20
Properties=species:S:1:pos:R:3:forces:R:3:nbo_charge:R:1
O 1.2675 -2.3367 -3.4592 -1.158 1.469 0.288 -0.379
C 0.5854 -1.4832 -2.9541 -0.502 -2.437 1.772 0.029
Be -0.4340 -1.8517 -1.1238 1.110 0.931 -2.602 1.444
O -2.6605 1.5774 -3.7451 6.842 -2.624 -1.844 -0.160
C -1.5616 1.1850 -3.9332 -7.010 2.444 2.329 0.844
C 0.8742 -0.0069 -3.1708 6.050 -1.666 -1.185 0.316
O 2.1078 0.2811 -3.2060 -5.691 -0.289 0.569 -0.275
C -0.1140 1.0916 -3.4407 3.730 5.572 -0.502 0.284
O 0.4160 2.2203 -3.4706 -3.198 -3.291 -0.060 -0.205
C 1.1097 -0.6797 3.0330 -0.124 0.298 -0.922 -0.379
N -0.0916 -0.0831 2.2431 0.083 -0.353 -1.055 -0.409
C -1.0806 0.7124 3.0537 -0.317 0.359 -0.452 -0.399
C -0.2382 -0.3168 0.9772 0.283 -0.383 2.370 0.795
N -0.3380 -0.6630 -0.1502 -0.150 0.232 1.253 -0.990
H 0.9095 -0.3609 4.0772 0.435 -0.489 -0.807 0.255
H 2.0285 -0.2055 2.6136 -0.640 -0.509 0.577 0.249
H 1.1054 -1.7877 2.8952 0.040 0.973 0.283 0.242
H -1.0804 1.7549 2.6971 -0.025 -0.442 0.224 0.244
H -2.0934 0.2803 2.9827 0.547 0.120 0.034 0.244
H -0.7116 0.6721 4.0807 -0.305 0.086 -0.271 0.249
```
Forces are in eV/Å.

Output
HOMO energy (spin up / spin down)	-0.5952 / -0.5954	hartree
net charge	+2
DFT total energy	-18903.39802	eV
gap between HOMO and LUMO (spin up / spin down)	4.919 / 4.928	eV


Record 6
Here is C7H6BiN2O4 as an isolated structure in a non-equilibrium geometry from the OMol25 dataset. Energies are from ωB97M-V/def2-TZVPD.

Geometry as XYZ:
```
20
Properties=species:S:1:pos:R:3:forces:R:3:nbo_charge:R:1
Bi -0.0028 0.4954 -0.0323 -0.052 2.023 1.635 1.716
O 0.0297 3.8450 -2.0806 -0.041 -3.549 1.809 -0.268
C 0.0175 2.8288 -1.5562 0.037 4.047 -2.164 0.439
C 1.8418 -0.8802 0.4243 5.976 -3.969 2.579 0.482
O 2.7638 -1.4522 0.8285 -4.703 2.912 -2.161 -0.182
C -1.8799 -0.8559 0.3760 -5.617 -3.582 2.430 0.474
O -2.7971 -1.4023 0.8115 4.259 2.525 -2.108 -0.185
C 0.0025 -0.9662 -2.1625 -0.013 -3.334 -3.614 0.463
O -0.0018 -1.7243 -3.0197 0.018 2.984 3.184 -0.217
C -1.0369 0.7726 5.6361 -1.122 0.705 0.146 -0.411
N 0.0099 0.1216 4.8433 0.198 -0.042 -1.860 -0.380
C 1.0796 -0.6133 5.5313 1.003 -0.660 0.015 -0.412
C 0.0051 0.2336 3.5573 -0.266 0.253 1.236 0.758
N -0.0529 0.4223 2.3918 0.327 -0.357 -1.358 -0.779
H -0.8149 0.5915 6.6922 -0.137 0.098 -0.347 0.268
H -2.0203 0.3597 5.3738 0.292 0.030 0.238 0.240
H -1.0425 1.8492 5.4240 0.055 -0.248 0.229 0.244
H 1.0756 -1.6691 5.2217 -0.087 0.328 0.265 0.239
H 2.0541 -0.1740 5.2755 -0.285 -0.077 0.259 0.240
H 0.8942 -0.5302 6.6082 0.158 -0.089 -0.410 0.269
```
Forces are in eV/Å.

Output
HOMO energy	-0.7371	hartree
net charge	+3
DFT total energy	-24329.49615	eV
gap between HOMO and LUMO	5.851	eV